Record 1
14
Properties=species:S:1:pos:R:3 method="wB97M-V/def2-TZVPD" gap_ev=9.32 e_tot_ev=-10305.0077 max_force_ev_per_a=2.997 relative_energy_kj_mol=443.4 smiles="CC1=NC1.N#CC=O"
O -0.2780 1.7878 0.0425
N -0.1896 -2.1338 -0.4482
N 3.0756 1.6327 -0.6334
C 2.0339 1.4243 -0.1939
C 0.7771 -0.8898 -0.3797
C -0.8994 -1.2104 -0.1064
C -2.0044 -0.3603 0.1835
C 0.7253 1.1223 0.3928
H -2.8470 -0.5872 -0.4688
H 1.0837 -0.6851 -1.3979
H 0.8410 0.8154 1.4499
H 1.5664 -1.1830 0.3019
H -2.2899 -0.4324 1.2330
H -1.5948 0.6996 0.0245



Record 2
14
Properties=species:S:1:pos:R:3 method="wB97M-V/def2-TZVPD" gap_ev=8.96 e_tot_ev=-10305.0290 max_force_ev_per_a=9.982 relative_energy_kj_mol=441.4 smiles="C#C/C(N)=C/C(N)=O"
O -0.2752 2.8819 -0.3647
N 1.2237 -1.0000 0.6217
N 0.9924 1.6310 0.9825
C -0.7018 0.2857 -0.2888
C -0.5329 -2.0469 -0.6091
C -0.0416 1.6405 0.0315
C -1.2793 -3.0372 -0.6804
C 0.0456 -0.8645 -0.1989
H -1.5775 0.3158 -1.0134
H 0.7657 -1.5841 1.3751
H -2.2965 -3.7894 -0.7032
H 1.5869 2.5925 0.8131
H 1.9556 -1.7209 0.3946
H 1.3147 0.8480 1.2958



Record 3
14
Properties=species:S:1:pos:R:3 method="wB97M-V/def2-TZVPD" gap_ev=9.44 e_tot_ev=-10303.8558 max_force_ev_per_a=5.523 relative_energy_kj_mol=554.6 smiles="OC1[C@H]2C=NN=C[C@H]12"
O 0.0848 0.7552 -2.4446
N -0.3208 -1.4610 1.5587
N 0.8061 -0.8719 1.9133
C 1.5252 -0.2774 1.0073
C 0.0015 0.9966 -1.0269
C -1.1909 -0.9559 0.6735
C 0.7500 0.0427 -0.2515
C -0.7389 0.3099 0.0864
H 0.1620 2.0839 -0.7350
H -1.1227 1.0918 0.8218
H 2.5073 0.0122 1.3128
H 0.6720 -0.8152 -0.8698
H -2.1516 -1.6707 0.7018
H -0.9840 0.7598 -2.7477



Record 4
14
Properties=species:S:1:pos:R:3 method="wB97M-V/def2-TZVPD" gap_ev="7.10 / 8.10" e_tot_ev=-10302.7271 max_force_ev_per_a=6.325 relative_energy_kj_mol=663.5
O 0.5450 -0.2949 -2.2137
N 0.8934 -0.4685 -1.0010
N -0.7017 -0.0088 -2.7216
C 1.6359 -0.4281 1.5947
C -0.2769 0.0038 0.1794
C -1.6001 0.4141 -1.7586
C -1.4734 0.4885 -0.4082
C 0.2431 -0.0276 1.3333
H -2.2609 0.9920 0.1757
H -0.5090 0.1249 2.1628
H -2.5351 0.5815 -2.2809
H 1.9603 -0.0292 2.5913
H 2.4161 0.0525 0.9850
H 1.6635 -1.4002 1.3618



Record 5
14
Properties=species:S:1:pos:R:3 method="wB97M-V/def2-TZVPD" gap_ev=9.37 e_tot_ev=-10304.2795 max_force_ev_per_a=8.678 relative_energy_kj_mol=513.7
O 0.8094 -1.2450 0.2149
N -0.3456 -0.5876 -0.0428
N -1.5975 1.1741 -0.0964
C 1.7307 -0.3052 -0.3916
C 1.2554 1.0714 0.2622
C -1.6370 -1.1859 0.0437
C -0.3097 0.8155 -0.1282
C -2.3773 0.0423 -0.0398
H -1.8222 -2.1614 0.1674
H 2.7477 -0.5088 0.0034
H -3.3884 0.2580 -0.0800
H 1.7705 2.2811 0.0569
H 1.3147 0.6722 1.6087
H 1.8493 -0.3208 -1.5783



Record 6
14
Properties=species:S:1:pos:R:3 method="wB97M-V/def2-TZVPD" gap_ev=9.76 e_tot_ev=-10306.2915 max_force_ev_per_a=2.366 relative_energy_kj_mol=319.6 smiles="O=C1C=NN[C@@H]2C[C@@H]12"
O -2.2663 0.6006 -0.2619
N 0.4118 -1.7409 0.1152
N 1.5142 -0.8846 -0.0262
C -0.7979 -1.2824 0.0666
C 1.0263 1.8057 0.0217
C -1.1981 0.1408 0.1340
C 0.0363 0.8292 0.5791
C 1.0227 0.4113 -0.4806
H 0.4592 0.4864 1.5289
H 0.7442 2.5792 -0.6718
H 1.7137 2.1414 0.7586
H 2.2094 -1.3027 -0.6628
H -1.5680 -2.0608 0.0437
H 0.5536 0.3035 -1.4489



Record 7
14
Properties=species:S:1:pos:R:3 method="wB97M-V/def2-TZVPD" gap_ev="8.90 / 8.90" e_tot_ev=-10305.3484 max_force_ev_per_a=3.618 relative_energy_kj_mol=410.6
O -1.0248 -0.7002 0.9125
N 0.7757 0.6797 0.9920
N 1.7812 -1.1824 -0.5213
C 2.3038 -0.0859 -0.6422
C -1.5353 -0.0679 -0.2000
C -2.8360 -0.2405 -0.5435
C 1.6533 1.0317 0.1968
C 0.3386 -0.5890 0.9699
H -0.7266 0.3622 -0.6963
H -3.6169 -0.8029 -0.0584
H 2.0653 2.0033 0.2396
H 0.7981 -1.1037 1.8354
H 3.2519 0.2837 -1.1850
H -3.2282 0.4119 -1.2995



Record 8
15
Properties=species:S:1:pos:R:3 method="wB97M-V/def2-TZVPD" gap_ev=8.59 e_tot_ev=-12353.7092 max_force_ev_per_a=3.305 relative_energy_kj_mol=377.4 smiles="NC(=C=NC=O)CC=O"
O 2.3292 1.6467 -1.1896
O -3.0136 -0.0926 -0.6517
N 2.3574 -0.2792 0.0324
N -0.2803 1.1731 1.1274
C 1.3366 -0.5480 0.6440
C 0.0872 -0.1137 0.6464
C 2.4008 0.4696 -1.0884
C -1.1542 -1.0090 0.4299
C -1.9159 -0.5124 -0.8269
H -1.2983 -0.4323 -1.8004
H -0.9730 -2.1102 0.1585
H -1.7628 -0.9575 1.3379
H 0.5100 1.6846 1.5290
H 2.5646 0.0356 -2.0677
H -1.1876 1.0453 1.7194